Computed, not measured: a cluster of 7 separate species, C34H65O16PSi in total at a distorted geometry, with the ωB97M-V functional and the def2-TZVPD basis.

Geometry as XYZ:
```
117
Properties=species:S:1:pos:R:3:forces:R:3:mulliken_charge:R:1
C 5.93638 3.10477 -1.60875 0.5 0.1 -0.6 -1.305
C 6.23123 1.59197 -1.93585 1.1 0.5 1.3 0.225
C 7.39467 1.09745 -0.94956 -0.9 0.5 -0.8 -0.885
Si 7.27209 -0.77848 -0.61441 -0.4 1.2 0.7 0.462
P 7.72514 -2.05342 -2.37980 0.8 -3.4 -0.6 0.807
O 8.33089 -3.33359 -1.90747 -0.4 1.5 -0.1 -0.647
O 8.81286 -1.38933 -3.45569 -1.9 0.2 0.3 -0.522
O 6.26951 -2.48525 -3.11463 1.7 1.7 -0.3 -0.465
O 5.11848 0.73078 -1.69448 0.5 0.1 -1.4 -0.040
C 4.33018 0.49385 -2.86937 -1.6 0.6 0.4 -0.711
C 2.82320 0.45058 -2.40068 0.3 -0.1 -0.1 1.034
C 2.54773 0.20677 -0.98732 -2.8 0.5 -1.7 -0.420
C 1.13500 0.22637 -0.57626 1.3 0.4 -1.6 -0.265
C 0.08274 0.47477 -1.55453 1.9 0.0 -0.5 -0.527
C 0.41646 0.67882 -2.95749 1.5 -0.1 1.0 -0.333
C 1.80930 0.67068 -3.41240 -1.3 -0.3 3.0 -0.976
H 5.00141 3.49475 -2.07912 0.6 -0.5 0.4 0.319
H 5.93075 3.32537 -0.51180 -0.2 -0.4 -0.9 0.317
H 6.78903 3.69107 -2.05404 -0.8 -0.4 0.5 0.379
H 6.60307 1.53076 -2.99977 -0.5 -0.2 0.9 0.321
H 7.21740 1.60739 0.03514 0.4 -0.4 -0.8 0.374
H 8.36632 1.42394 -1.39348 -0.6 -0.3 0.7 0.377
H 5.92872 -1.19112 -0.15842 0.1 0.0 -0.1 -0.126
H 8.18530 -1.08112 0.51061 0.2 -0.2 -0.4 -0.199
H 8.44517 -0.63307 -3.94912 0.3 -0.2 0.2 0.329
H 6.29551 -2.26589 -4.06476 -0.2 -0.3 0.4 0.287
H 4.59632 -0.44451 -3.41969 0.1 0.5 0.7 0.029
H 4.47278 1.35487 -3.57245 -0.3 -0.6 0.4 0.459
H 3.34291 0.02292 -0.23511 -0.6 0.2 -0.9 0.310
H 0.93807 0.06471 0.50770 -0.2 0.1 -1.2 0.334
H -0.97096 0.52018 -1.21206 0.9 -0.1 -0.4 0.322
H -0.37205 0.87063 -3.71443 0.5 -0.2 0.7 0.380
H 2.04761 0.83434 -4.48241 0.0 -0.1 0.9 0.353
O -0.46252 -1.85923 0.98887 0.1 -0.1 -0.1 -0.480
C -0.68459 -2.99018 0.62944 -0.6 0.1 0.4 0.764
O -0.21396 -3.41474 -0.53853 0.6 0.3 -0.4 -0.279
C -0.23662 -4.77171 -0.99347 -0.1 -0.4 -0.2 -0.513
C -1.54953 -5.09334 -1.67575 -0.2 0.1 0.1 -0.827
C -1.56835 -3.90432 1.43822 0.3 -0.3 0.4 -1.166
H -0.00457 -5.47083 -0.18639 -0.1 0.1 0.1 0.397
H 0.57398 -4.85407 -1.71489 -0.1 0.2 0.1 0.329
H -2.39200 -5.01027 -0.98544 0.0 -0.1 0.0 0.363
H -1.53350 -6.10686 -2.08076 0.0 0.0 0.0 0.348
H -1.73581 -4.39173 -2.49034 0.1 -0.1 0.0 0.107
H -2.61124 -3.71547 1.17844 0.0 0.0 0.0 0.207
H -1.41615 -3.68167 2.49416 -0.1 0.2 -0.1 0.348
H -1.34232 -4.96108 1.31234 -0.1 0.0 -0.2 0.395
O -5.26705 -2.61341 1.66071 0.3 0.2 -0.1 -0.594
C -4.99436 -1.49809 2.03011 -0.1 -0.1 0.4 0.791
O -3.89642 -0.88747 1.56126 0.0 -0.3 -0.6 -0.263
C -3.58580 0.49560 1.77175 0.3 0.2 0.3 -0.502
C -2.85969 0.69923 3.08453 -0.1 -0.3 -0.1 -0.518
C -5.81574 -0.80757 3.08905 -0.5 0.3 -0.3 -1.002
H -4.48122 1.11602 1.68764 -0.1 -0.1 0.1 0.365
H -2.93085 0.78724 0.94898 -0.1 -0.3 -0.1 0.203
H -3.47522 0.40913 3.93121 0.0 0.1 -0.1 0.211
H -2.57448 1.74459 3.20921 0.0 0.0 0.0 0.289
H -1.95949 0.08167 3.11933 0.0 0.1 -0.2 0.174
H -5.46547 -1.11925 4.07288 0.0 0.1 0.0 0.246
H -6.85570 -1.10928 2.96583 0.1 -0.2 0.1 0.333
H -5.79941 0.27771 3.02011 0.2 0.0 0.2 0.314
O -3.53844 1.64539 5.74884 0.2 0.4 0.2 -0.538
C -3.25862 2.76055 6.10768 -0.1 -0.1 0.4 0.792
O -2.15704 3.36190 5.62724 0.0 -0.2 -0.5 -0.367
C -1.84247 4.74716 5.82886 0.1 0.2 0.3 -0.539
C -1.10957 4.96062 7.13601 0.0 0.0 0.1 -0.556
C -4.07177 3.46447 7.16432 -0.4 0.4 -0.3 -1.098
H -2.73681 5.36780 5.74489 0.0 -0.1 0.1 0.369
H -1.19145 5.03231 5.00128 -0.1 -0.2 -0.1 0.360
H -1.72429 4.67638 7.99189 0.0 0.1 0.0 0.246
H -0.82330 6.00770 7.25032 0.0 -0.1 0.0 0.061
H -0.20977 4.34327 7.17316 0.0 0.0 -0.1 0.308
H -3.71906 3.15855 8.14908 0.0 0.0 0.0 0.276
H -5.11367 3.16750 7.04816 0.1 -0.2 0.1 0.318
H -4.05024 4.54920 7.08646 0.2 0.0 0.2 0.360
O 1.01986 -4.04178 -3.73491 -0.2 -0.4 0.0 -0.631
C 0.37660 -3.37898 -4.50281 0.2 0.2 -0.3 0.701
O -0.82064 -3.81201 -4.93358 -0.1 -0.3 0.4 -0.245
C -1.74734 -3.00962 -5.68230 -0.1 0.1 -0.3 0.247
C -1.44670 -3.07013 -7.16555 0.3 0.0 -0.1 -1.124
C 0.94105 -2.10696 -5.05747 -0.1 0.6 0.1 -0.763
H -1.77711 -1.98594 -5.30230 0.2 0.0 0.0 0.281
H -2.73488 -3.43510 -5.49878 0.4 0.0 0.1 -0.113
H -0.45926 -2.66252 -7.39313 -0.1 0.1 0.0 0.394
H -2.19101 -2.50712 -7.73112 0.0 0.0 0.0 0.372
H -1.45043 -4.10544 -7.51192 -0.1 0.0 0.0 0.239
H 1.56761 -2.33929 -5.91976 -0.1 0.0 0.0 0.266
H 1.54944 -1.64216 -4.28468 0.1 -0.2 -0.1 0.016
H 0.18637 -1.37461 -5.33612 0.0 -0.1 -0.2 0.397
O -4.66781 -4.03315 -5.38762 -0.1 -0.2 -0.3 -0.624
C -4.85550 -5.14489 -5.81086 -0.5 0.0 0.2 0.888
O -4.37110 -5.49250 -7.01680 0.5 0.3 -0.1 -0.346
C -4.36023 -6.83240 -7.52373 -0.2 -0.2 -0.1 -0.398
C -5.66941 -7.17104 -8.20635 -0.2 0.1 0.1 -1.021
C -5.70784 -6.13020 -5.05399 0.3 -0.4 0.3 -1.184
H -4.10009 -7.54585 -6.73953 -0.1 0.1 0.0 0.355
H -3.55249 -6.87193 -8.25571 0.0 0.2 0.1 0.346
H -6.50757 -7.13214 -7.50869 0.1 -0.1 0.0 0.272
H -5.62874 -8.17123 -8.64092 0.0 0.0 0.0 0.364
H -5.88219 -6.45126 -8.99870 0.1 -0.1 0.0 0.310
H -6.75580 -5.95926 -5.30031 0.0 0.0 0.0 0.286
H -5.55809 -5.96324 -3.98780 -0.1 0.2 -0.1 0.310
H -5.45034 -7.17017 -5.24192 -0.1 0.0 -0.2 0.388
O -0.49311 8.34609 7.86487 0.3 -0.2 0.0 -0.560
C 0.68385 8.58635 7.78708 -0.1 0.4 0.2 0.843
O 1.58302 7.60701 7.99434 -0.2 -0.5 -0.2 -0.360
C 2.98579 7.73295 7.73147 0.3 0.1 0.1 -0.416
C 3.71338 8.33757 8.91451 -0.1 0.2 0.1 -0.982
C 1.17623 9.99209 7.55520 0.1 0.1 -0.6 -1.112
H 3.16308 8.28311 6.80522 -0.1 0.1 0.1 0.353
H 3.35365 6.72008 7.56282 -0.3 0.0 0.0 0.336
H 3.36604 9.35056 9.12433 0.1 0.0 -0.1 0.270
H 4.78789 8.37343 8.72744 0.0 0.0 0.0 0.357
H 3.53216 7.74707 9.81420 0.0 -0.1 -0.1 0.312
H 1.22651 10.51512 8.51012 0.0 0.0 0.0 0.284
H 0.46522 10.50041 6.90488 -0.1 0.0 0.2 0.313
H 2.14131 10.04367 7.05605 0.1 0.0 0.2 0.347
```
Forces are in eV/Å.

Output
**E_tot**: -3169.22300 a.u.
**Net charge**: 0
**Orbital gap**: 0.32047 Eh